Entry from the Open Molecules 2025 dataset: a cluster of 2 separate species, C3H11NOS2 in total (ωB97M-V/def2-TZVPD).

ORCA input file:
```
! wB97M-V def2-TZVPD RIJCOSX def2/J DEFGRID3
* xyz 0 1
C -2.13 1.28 0.96
N -1.47 0.01 1.04
C -0.67 -0.31 -0.13
C 0.21 -1.54 -0.13
S 1.93 -1.06 -0.11
S 2.68 -2.98 0.12
H -1.58 2.01 0.34
H -3.10 1.24 0.43
H -2.26 1.83 1.90
H -0.80 -0.05 1.80
H -0.08 0.60 -0.40
H -1.31 -0.35 -1.02
H 0.05 -2.12 0.77
H 0.02 -2.25 -0.93
H 2.81 -3.10 1.49
O 2.14 1.99 -1.89
H 1.34 1.86 -2.37
H 2.20 2.94 -1.89
*
```

Highest occupied orbital energy = -0.3276 Ha
SMILES = CNCCSS.O
Frontier orbital gap = 0.348 hartree
Relative energy (zero: lowest compared OMol25 entry of this formula, charge and spin) = 20.5 kcal/mol
Max |F| = 2.6 eV/A

Here are the Mulliken charges for atoms 1 to 8, given in e: -0.777 -0.405 -0.582 -0.600 -0.008 -0.286 0.264 0.256